106
Properties=species:S:1:pos:R:3:lowdin_charge:R:1 method="wB97M-V/def2-TZVPD" lumo_energy_ev=-3.30 charge=+1 molar_mass_g_mol=799.01 relative_energy_kcal_mol=11.23 max_force_ev_per_a=2.5 multiplicity=1 homo_energy_ev=-9.36 e_tot_ev=-67265.164 homo_lumo_gap_ev=6.1
H -1.931 -7.887 0.236 0.107
C 1.714 -3.564 7.091 0.006
H -0.664 -4.187 10.563 0.121
H 2.597 -3.275 7.660 0.124
C 0.069 -7.273 9.305 -0.016
H 4.075 1.735 0.130 0.116
C -0.460 -4.467 5.567 0.018
C -1.689 -7.385 -0.704 -0.013
H 1.962 -2.032 5.608 0.110
H -7.967 -6.780 0.154 0.108
C -2.058 -6.046 -0.870 -0.208
C 2.693 -4.664 10.636 0.001
H 2.557 -4.284 -1.564 0.113
H 3.244 -6.159 7.611 0.123
H 1.870 -4.224 11.201 0.116
H -0.767 -3.782 -0.454 0.097
N 2.188 0.169 3.205 -0.013
C -1.162 -3.695 0.554 0.005
C -0.497 -2.936 1.491 0.007
C 2.874 -2.939 0.088 -0.022
H 2.109 -6.259 -0.102 0.110
C 2.676 -3.919 2.306 -0.014
C 2.871 -2.818 1.476 -0.231
N 3.128 0.676 2.325 0.188
H 1.152 -1.831 3.542 0.008
C 2.053 -1.144 3.087 -0.013
C 2.579 -4.184 -0.480 -0.056
C 0.777 0.684 5.139 -0.001
C 1.381 -2.899 5.935 -0.012
N 1.127 -5.132 8.828 0.001
C 1.001 2.917 6.087 -0.075
C -6.916 -6.484 0.208 -0.079
H 4.200 -4.256 12.113 0.109
C 3.545 -0.356 1.639 -0.173
C 6.784 0.050 -1.100 -0.062
H -0.212 -7.904 -3.733 0.108
H 2.268 4.297 4.967 0.109
C 4.625 -0.287 0.660 -0.165
H -3.877 -4.558 2.414 0.121
H -0.841 -9.126 9.906 0.109
H -1.242 -4.891 4.948 0.102
H -4.881 -3.791 -0.323 0.124
C -4.221 -5.761 0.245 -0.230
H 0.793 3.624 6.893 0.107
C 3.468 -5.765 8.604 -0.022
H -7.282 -4.462 -0.498 0.109
H 5.997 2.045 -1.428 0.110
H 0.709 -7.716 8.539 0.125
C 4.798 0.934 -0.033 -0.020
H -1.979 -4.300 -2.130 0.121
H -0.853 -5.498 -4.007 0.109
C 4.741 -5.887 9.162 -0.069
H 6.028 -5.359 10.819 0.108
C 1.833 3.301 5.023 -0.057
C 2.129 2.379 4.013 -0.018
C 1.646 1.082 4.117 -0.194
C -6.538 -5.186 -0.162 -0.069
C -1.628 -7.438 11.024 -0.076
H -0.720 -9.089 -1.589 0.108
C -4.595 -7.056 0.618 -0.011
C 0.435 1.628 6.118 -0.062
C 0.304 -3.334 5.093 -0.222
H 7.345 -1.968 -0.535 0.111
C -5.950 -7.402 0.639 -0.067
C -1.007 -8.047 -1.726 -0.068
H -0.270 1.368 6.912 0.109
C 0.148 -2.712 3.853 -0.014
C -2.132 -3.544 3.182 -0.015
H 2.223 -6.022 2.383 0.113
C -0.807 -8.049 10.070 -0.066
N -2.851 -5.392 0.123 0.004
H -3.828 -7.768 0.924 0.101
C -1.723 -5.358 -2.043 -0.027
H 2.769 2.616 3.167 0.105
C 2.329 -5.285 0.345 -0.068
H 0.382 -2.363 1.208 0.105
H -2.300 -8.050 11.630 0.109
C 5.561 -1.329 0.476 -0.034
C -2.332 -4.389 0.921 -0.175
C -2.886 -4.157 2.202 0.010
H 2.712 -3.788 3.388 0.120
H 0.409 -0.346 5.152 0.098
C 5.874 1.100 -0.899 -0.065
C -0.820 -3.026 2.883 -0.208
C 3.994 -4.705 11.144 -0.067
C 0.889 -4.608 7.572 -0.178
C -1.583 -6.052 11.209 -0.067
H -0.796 -5.894 7.136 0.118
H 5.441 -2.261 1.029 0.116
C 5.015 -5.319 10.412 -0.079
C -1.071 -6.028 -3.078 -0.069
H -2.535 -3.498 4.192 0.117
C 6.633 -1.155 -0.396 -0.064
H 3.081 -2.060 -0.530 0.125
C -5.198 -4.811 -0.094 -0.014
C -0.197 -5.050 6.790 0.012
H 5.519 -6.413 8.609 0.107
H 7.629 0.180 -1.784 0.112
N 2.875 -1.524 2.082 0.094
C 2.389 -5.160 1.739 -0.049
C 2.448 -5.163 9.351 -0.235
H -6.245 -8.393 0.984 0.108
C -0.716 -7.373 -2.922 -0.080
C -0.709 -5.271 10.448 -0.010
H -2.229 -5.572 11.945 0.109
C 0.132 -5.892 9.516 -0.241